(1)
{
  "formula": "H20O10",
  "method": "ωB97M-V/def2-TZVPD",
  "elements": ["O", "H", "H", "O", "H", "H", "O", "H", "H", "O", "H", "H", "O", "H", "H", "O", "H", "H", "O", "H", "H", "O", "H", "H", "O", "H", "H", "O", "H", "H"],
  "xyz": [[-0.6929, -0.7281, -0.4780], [-0.3568, -0.1127, 0.1833], [0.1010, -1.0743, -0.9011], [1.6228, -2.2824, -0.6635], [1.8095, -3.2193, -0.5351], [2.2633, -2.0047, -1.3280], [-4.6382, -1.1521, -1.6002], [-4.6771, -0.2231, -1.3462], [-4.7323, -1.1371, -2.5593], [1.1959, -0.9485, 3.4671], [0.8013, -0.1489, 3.1013], [1.8478, -0.6212, 4.0972], [1.5190, 2.6233, -2.0438], [1.8562, 3.2106, -1.3579], [1.2178, 3.2212, -2.7371], [4.2267, 0.1419, -2.4489], [4.9544, -0.4397, -2.2016], [3.4811, -0.4559, -2.5746], [-2.8328, 1.9145, -0.2522], [-3.4915, 2.5650, -0.5205], [-2.7130, 1.3653, -1.0351], [-2.1110, -1.4622, 0.3776], [-1.4636, -2.0067, 0.8396], [-1.9424, -0.5707, 0.7028], [0.2631, 3.4882, 2.3757], [-0.2695, 2.6990, 2.5257], [-0.3109, 4.2135, 2.6465], [1.4164, -1.8711, 1.3151], [1.3399, -0.9544, 1.6030], [0.5317, -2.0939, 1.0044]],
  "smiles": "O.O.O.O.O.O.O.O.O.O",
  "total_charge": 0,
  "de_lowest_ev": 9.0101,
  "homo_ev": -7.7
}

(2)
{
  "formula": "C29H38N4O2P2Ti",
  "method": "ωB97M-V/def2-TZVPD",
  "elements": ["Ti", "C", "C", "C", "C", "C", "C", "C", "C", "C", "H", "H", "H", "H", "H", "H", "H", "H", "H", "H", "H", "H", "H", "H", "H", "P", "P", "N", "N", "N", "N", "C", "C", "C", "C", "C", "C", "C", "C", "C", "C", "C", "C", "C", "C", "C", "C", "C", "C", "H", "H", "H", "H", "H", "H", "H", "H", "H", "H", "H", "H", "H", "H", "H", "H", "H", "H", "H", "H", "C", "O", "C", "O", "H", "H", "H"],
  "xyz": [[-1.4445, -0.7499, 2.7016], [1.0434, -4.2036, 0.0762], [1.0448, -3.0733, 0.7481], [0.6984, -1.7376, 0.1768], [-0.6549, -1.3012, -0.3727], [-1.7526, -2.2546, -0.7252], [-1.6353, -3.3628, -1.4571], [-0.3623, -3.6643, -2.1172], [0.7828, -4.4313, -1.3776], [-2.5882, 0.2125, 4.1112], [1.4635, -5.1008, 0.5661], [1.2871, -3.1223, 1.8173], [1.4432, -1.4738, -0.6045], [0.8337, -1.1121, 1.1094], [-1.1042, -0.5567, 0.4156], [-0.4452, -0.6723, -1.2802], [-2.6866, -2.0336, -0.1666], [-2.4451, -4.0767, -1.4674], [0.0554, -2.7427, -2.5262], [-0.6050, -4.2796, -2.9897], [0.5668, -5.5011, -1.5122], [1.7051, -4.2439, -1.9554], [-2.7508, -0.2953, 5.0887], [-3.5361, 0.4571, 3.5792], [-1.9693, 1.1360, 4.2106], [-1.7380, 1.5555, -0.2175], [2.3907, 0.3028, 0.7882], [-2.3729, 1.7255, -2.0125], [-2.2003, 3.2497, 0.0205], [3.2172, 0.0528, -0.7764], [3.7306, 1.0339, 1.5794], [0.1179, 1.6478, -0.6045], [1.0645, 1.5971, 0.6234], [-3.5958, 1.2620, -2.4920], [-3.8055, 1.7456, -3.7772], [-2.6791, 2.5496, -4.1173], [-1.7993, 2.4904, -3.0342], [-2.7508, 3.6810, 1.2413], [-2.8461, 5.0635, 1.2319], [-2.3876, 5.5230, -0.0463], [-1.9993, 4.3986, -0.7587], [4.1364, -0.9980, -1.0602], [4.6756, -0.7527, -2.3144], [3.9366, 0.2864, -2.9663], [3.1063, 0.8075, -1.9734], [4.8028, 1.8064, 1.0821], [5.3259, 2.5624, 2.1201], [4.6135, 2.2176, 3.3137], [3.6875, 1.2531, 2.9735], [0.3052, 2.5671, -1.1923], [0.3893, 0.8283, -1.2853], [1.5681, 2.5699, 0.7394], [0.4576, 1.4673, 1.5542], [-4.2198, 0.6266, -1.8916], [-4.6578, 1.5809, -4.4037], [-2.4976, 3.1293, -5.0126], [-0.8392, 2.9825, -2.9084], [-2.9862, 2.9590, 2.0034], [-3.1762, 5.7111, 2.0280], [-2.3168, 6.5297, -0.4388], [-1.5900, 4.3649, -1.7528], [4.2803, -1.8759, -0.4237], [5.5543, -1.2114, -2.7128], [3.9855, 0.5469, -4.0335], [2.4585, 1.6642, -2.0033], [5.1291, 1.6960, 0.0572], [6.1082, 3.3014, 2.0438], [4.7554, 2.6481, 4.2923], [3.0084, 0.6662, 3.5661], [-3.0445, -4.9304, 2.2783], [-1.7247, -4.2708, 2.7299], [-1.7121, -2.9544, 2.7599], [-2.7771, -2.2295, 2.5745], [-3.8865, -4.3218, 2.6508], [-3.0957, -5.9232, 2.7361], [-3.0507, -5.0002, 1.1732]],
  "total_charge": 0,
  "spin_multiplicity": 3,
  "de_lowest_ev": 5.1239,
  "homo_ev": [-6.7, -8.2]
}

(3)
{
  "formula": "C5H14N3",
  "method": "ωB97M-V/def2-TZVPD",
  "elements": ["C", "N", "C", "C", "N", "N", "C", "C", "H", "H", "H", "H", "H", "H", "H", "H", "H", "H", "H", "H", "H", "H"],
  "xyz": [[1.7315, 1.8866, -0.2381], [0.9429, 0.6658, -0.3086], [1.2719, -0.3029, -1.4249], [0.0395, 0.2135, 0.5822], [0.1244, 0.7681, 1.8396], [-0.8816, -0.6895, 0.2844], [-1.6112, -0.5225, -0.9879], [-1.4895, -1.6478, 1.3556], [2.7468, 1.5554, -0.0034], [1.6259, 2.3101, -1.1970], [1.2063, 2.5474, 0.4474], [1.0644, 0.3325, -2.3380], [2.4040, -0.4933, -1.2328], [0.7598, -1.1936, -1.2841], [0.7514, 1.5196, 2.0535], [-0.5672, 0.5323, 2.6021], [-1.0144, -0.1750, -1.8827], [-2.4019, 0.2830, -0.8182], [-2.0117, -1.5419, -1.1818], [-2.5816, -1.7097, 1.4129], [-1.1770, -1.3198, 2.4329], [-1.1677, -2.5964, 1.1800]],
  "smiles": "CN(C)C(N)=[N+](C)C",
  "total_charge": 1,
  "de_lowest_ev": 2.0608,
  "homo_ev": -13.7
}